The following is a DFT calculation (ωB97M-V/def2-TZVPD) of C2H3N3O in the gas phase.

Summary:
E_HOMO ... -9.5 eV
Max |F| ... 0.01723 Eh/bohr
Calculated total energy ... -8639.2640 eV
Orbital gap ... 10.474 eV
Energy above the lowest of the compared OMol25 structures with the same formula, charge and spin ... 1.2305 eV
Structure (SMILES) ... Oc1cn[nH]n1
Lowest unoccupied orbital energy ... 0.035 Ha

Each line ends with the Mulliken charge.
Atoms and positions in Å:
O: 2.0043 -0.0261 0.2147  -0.518
C: 0.6606 -0.0365 0.0791  0.625
C: -0.1821 -0.9730 -0.5945  -0.265
N: -1.4266 -0.5320 -0.5011  -0.511
N: -1.3045 0.6535 0.1374  0.201
N: -0.0659 0.9370 0.5582  -0.564
H: 2.2449 0.8903 0.4273  0.370
H: 0.0876 -1.9066 -1.0914  0.395
H: -2.0184 0.9935 0.7702  0.266

Forces on atoms 1 to 6 (eV/Å):
O -0.1 0.0 -0.2
C 0.0 0.1 -0.2
C 0.2 0.2 0.1
N 0.4 0.5 0.6
N -0.1 -0.6 0.4
N 0.0 -0.1 -0.2

=====

The following is a DFT calculation (ωB97M-V/def2-TZVPD) of C5H7NO in the gas phase.

Summary:
E_HOMO ... -9.4 eV
Max |F| ... 0.01067 Eh/bohr
Calculated total energy ... -8834.1953 eV
Orbital gap ... 10.400 eV
Energy above the lowest of the compared OMol25 structures with the same formula, charge and spin ... 2.0075 eV
Structure (SMILES) ... C[C@]12N[C@H]1CC2=O
Lowest unoccupied orbital energy ... 0.035 Ha

Each line ends with the Mulliken charge.
Atoms and positions in Å:
C: 0.2683 0.3993 1.8401  -1.125
C: -0.1709 0.2185 0.4215  0.914
N: -1.5103 -0.2018 0.0110  -0.593
C: -0.3920 -1.0186 -0.4022  -0.314
C: 0.3641 -0.4456 -1.6018  -0.483
C: 0.4869 0.8563 -0.7828  0.089
O: 1.0077 1.9216 -0.9734  -0.570
H: 1.3532 0.5509 1.8413  0.304
H: 0.0434 -0.4916 2.4326  0.326
H: -0.1937 1.2686 2.3150  0.266
H: -1.9082 0.3640 -0.7376  0.268
H: -0.3671 -2.0462 -0.0553  0.374
H: -0.0972 -0.4421 -2.5927  0.292
H: 1.3723 -0.8735 -1.6700  0.254

Forces on atoms 1 to 6 (eV/Å):
C 0.0 0.0 0.0
C 0.2 0.1 0.3
N -0.1 0.1 -0.1
C 0.1 -0.3 0.0
C 0.0 0.0 -0.2
C 0.2 0.4 -0.1

=====

The following is a DFT calculation (ωB97M-V/def2-TZVPD) of a molecular structure, C10H13O3 at a distorted geometry.

Summary:
E_HOMO (spin up / spin down) ... -8.8 / -8.8 eV
Expectation value of S² ... 0.7834
Max |F| ... 0.06826 Eh/bohr
Calculated total energy ... -16720.2260 eV
Orbital gap (spin up / spin down) ... 8.798 / 5.461 eV
Energy above the lowest of the compared OMol25 structures with the same formula, charge and spin ... 2.2259 eV
Lowest unoccupied orbital energy (spin up / spin down) ... 0.001 / -0.121 Ha
Spin multiplicity ... 2

Each line ends with the Mulliken spin population.
Atoms and positions in Å:
C: 3.3118 2.4265 1.3082  -0.002
C: 0.4474 2.6334 -1.3629  0.095
C: -0.1661 1.3479 -1.0677  0.156
C: 1.4882 2.9315 -0.5510  -0.012
C: 2.1104 2.0965 0.5080  0.288
C: 0.4338 0.5138 -0.1116  0.113
C: 1.5702 0.8036 0.6304  -0.056
O: -1.2156 1.0647 -1.7541  0.283
H: 0.0764 3.2359 -2.1734  -0.001
H: 1.9666 3.8399 -0.8859  -0.003
H: -0.0719 -0.4289 0.0317  0.084
H: -1.8218 0.1665 -1.2937  -0.006
H: 3.0491 3.4154 1.6940  0.023
H: 4.3005 2.6680 0.9013  0.027
H: 1.9029 0.1839 1.4550  0.000
H: 3.4468 1.7816 2.2005  0.003
C: -1.6263 -2.6208 -0.2875  0.001
C: -1.8100 -4.0193 0.3789  0.000
C: -2.8829 -1.7150 -0.1116  0.001
O: -2.6017 -0.4785 -0.4902  0.001
O: -4.0123 -2.0293 0.1680  0.000
H: -0.8900 -2.1103 0.3379  0.004
H: -1.1216 -2.7256 -1.2524  0.000
H: -2.7066 -4.0151 1.0190  0.000
H: -1.1867 -4.3256 1.2125  0.000
H: -1.9908 -4.6405 -0.5032  0.000

Forces on atoms 1 to 6 (eV/Å):
C -0.2 1.6 1.4
C 0.3 -1.9 1.7
C -0.9 1.7 -2.1
C 1.6 0.8 -0.1
C -0.4 -1.1 -2.3
C 0.2 -1.7 1.2

=====

The following is a DFT calculation (ωB97M-V/def2-TZVPD) of 2 unconnected molecules or ions with the total composition C5H14 at a distorted geometry.

Summary:
E_HOMO ... -11.5 eV
Max |F| ... 0.02903 Eh/bohr
Calculated total energy ... -5411.8670 eV
Orbital gap ... 12.695 eV
Energy above the lowest of the compared OMol25 structures with the same formula, charge and spin ... 0.1827 eV
Structure (SMILES) ... CCC.CC
Lowest unoccupied orbital energy ... 0.043 Ha

Each line ends with the Mulliken charge.
Atoms and positions in Å:
C: -0.6183 1.1945 0.6592  -1.190
C: 0.3774 1.4384 -0.4706  -0.049
C: 0.0523 2.6994 -1.2873  -1.228
H: -0.6229 2.0599 1.3238  0.400
H: -0.2593 0.4104 1.3219  0.256
H: -1.6144 1.0075 0.2612  0.327
H: 1.3666 1.6337 -0.0439  0.239
H: 0.4860 0.5665 -1.1161  0.273
H: 0.1104 3.5941 -0.6737  0.315
H: 0.7378 2.7731 -2.1329  0.329
H: -0.9602 2.6372 -1.6823  0.339
C: 0.8274 -2.6131 0.6806  -0.930
C: -0.6271 -2.3443 0.2976  -0.603
H: 1.5088 -2.0814 0.0330  0.262
H: 1.0798 -2.2973 1.7054  0.282
H: 1.0363 -3.6767 0.6590  0.349
H: -0.9787 -1.3356 0.4544  0.075
H: -0.6525 -2.5762 -0.7750  0.212
H: -1.2495 -3.0902 0.7857  0.341

Forces on atoms 1 to 6 (eV/Å):
C 0.8 0.4 0.1
C 0.3 0.8 0.2
C -0.2 -0.8 -0.1
H -0.3 0.3 -0.2
H -0.3 -0.4 -0.2
H -0.1 -0.1 0.3

=====

The following is a DFT calculation (ωB97M-V/def2-TZVPD) of C18H25N3O2 in the gas phase.

Summary:
E_HOMO ... -7.8 eV
Max |F| ... 0.01181 Eh/bohr
Calculated total energy ... -27637.6210 eV
Orbital gap ... 8.443 eV
Energy above the lowest of the compared OMol25 structures with the same formula, charge and spin ... 1.6776 eV
Structure (SMILES) ... Cc1c(C)n(C)c2ccc(C(=O)NCCN3CCOCC3)cc12
Lowest unoccupied orbital energy ... 0.024 Ha

Each line ends with the Mulliken charge.
Atoms and positions in Å:
C: -2.9305 -2.0069 -1.9860  -1.688
C: -3.3391 -1.0554 -0.9124  0.506
C: -4.4976 -1.0343 -0.1845  0.758
C: -5.6817 -1.9326 -0.2423  -1.636
N: -4.4690 0.0145 0.7139  0.076
C: -5.5288 0.3358 1.6255  -0.999
C: -3.2886 0.6830 0.5735  0.220
C: -2.7873 1.8066 1.2226  -1.160
C: -1.5445 2.2621 0.8512  -1.026
C: -0.7828 1.6221 -0.1411  0.634
C: 0.5433 2.2180 -0.4554  0.217
O: 0.7998 3.3945 -0.2711  -0.674
N: 1.4575 1.3543 -0.9715  -0.034
C: 2.8097 1.7707 -1.2532  -0.848
C: 3.7483 1.6910 -0.0284  -0.944
N: 4.2267 0.3879 0.3706  0.069
C: 5.1067 -0.2749 -0.5704  -0.508
C: 5.7826 -1.4433 0.1523  -0.724
O: 4.8328 -2.3492 0.6645  -0.396
C: 3.9504 -1.6968 1.5485  -0.807
C: 3.2270 -0.5436 0.8484  -0.327
C: -1.2846 0.5107 -0.7973  -0.824
C: -2.5435 0.0343 -0.4445  1.186
H: -2.6165 -1.4592 -2.8739  0.351
H: -3.7484 -2.6673 -2.2605  0.341
H: -2.0911 -2.6192 -1.6544  0.312
H: -5.5463 -2.6838 -1.0141  0.382
H: -6.5869 -1.3672 -0.4652  0.330
H: -5.8286 -2.4423 0.7106  0.317
H: -5.2300 1.1810 2.2405  0.342
H: -5.7479 -0.5120 2.2795  0.308
H: -6.4411 0.6026 1.0850  0.314
H: -3.3484 2.3181 1.9906  0.250
H: -1.1195 3.1376 1.3178  0.476
H: 1.2490 0.3701 -0.9742  0.193
H: 2.7540 2.8178 -1.5615  0.422
H: 3.2032 1.1737 -2.0790  0.430
H: 3.2255 2.1302 0.8253  0.456
H: 4.6299 2.3029 -0.2372  0.353
H: 5.8639 0.4325 -0.9132  0.424
H: 4.5643 -0.6711 -1.4475  0.288
H: 6.4112 -2.0147 -0.5330  0.358
H: 6.3985 -1.0465 0.9730  0.356
H: 3.2417 -2.4541 1.8881  0.360
H: 4.5086 -1.3010 2.4097  0.386
H: 2.5645 -0.0354 1.5511  0.428
H: 2.6236 -0.9708 0.0267  0.156
H: -0.7399 0.0301 -1.5973  0.597

Forces on atoms 1 to 6 (eV/Å):
C 0.0 0.1 0.2
C -0.3 -0.1 0.0
C 0.2 -0.2 -0.3
C 0.1 0.1 0.0
N 0.0 0.0 0.0
C -0.3 0.0 0.1

=====

The following is a DFT calculation (ωB97M-V/def2-TZVPD) of C7H12 in the gas phase at a distorted geometry.

Summary:
E_HOMO ... -9.1 eV
Max |F| ... 0.04070 Eh/bohr
Calculated total energy ... -7451.7436 eV
Orbital gap ... 10.186 eV
Energy above the lowest of the compared OMol25 structures with the same formula, charge and spin ... 1.6878 eV
Structure (SMILES) ... C=CCC(=C)CC
Lowest unoccupied orbital energy ... 0.039 Ha

Each line ends with the Mulliken charge.
Atoms and positions in Å:
C: 0.1811 2.4704 1.0586  -0.784
C: -0.3059 1.2394 1.1184  -0.338
C: -1.2166 0.5301 0.1753  -0.511
C: -0.7002 -0.6386 -0.6478  0.584
C: -1.5954 -1.4051 -1.2595  -1.157
C: 0.7748 -0.8766 -0.8828  -0.330
C: 1.6969 -0.9503 0.3492  -1.305
H: 0.9484 2.8539 1.7186  0.283
H: -0.3896 3.2555 0.5615  0.277
H: 0.2382 0.5979 1.8081  0.369
H: -1.5675 1.2662 -0.5618  0.282
H: -2.1598 0.2927 0.6799  0.352
H: -1.3012 -2.1007 -2.0350  0.304
H: -2.6351 -1.3810 -0.9626  0.287
H: 1.2033 -0.1686 -1.5975  0.285
H: 0.8614 -1.8714 -1.3208  0.335
H: 2.0790 -0.0104 0.7297  0.320
H: 2.5996 -1.4572 -0.0041  0.396
H: 1.2888 -1.6464 1.0729  0.350

Forces on atoms 1 to 6 (eV/Å):
C -1.4 1.0 0.3
C 1.9 -0.9 0.1
C -1.0 1.1 -0.2
C 0.1 0.1 0.3
C 0.0 -0.3 0.3
C 0.2 0.1 0.2

=====

The following is a DFT calculation (ωB97M-V/def2-TZVPD) of a molecular structure, C5H9N3Si at a distorted geometry.

Summary:
E_HOMO ... -8.2 eV
Max |F| ... 0.10257 Eh/bohr
Calculated total energy ... -17672.6276 eV
Orbital gap ... 6.636 eV
Energy above the lowest of the compared OMol25 structures with the same formula, charge and spin ... 5.7738 eV
Lowest unoccupied orbital energy ... -0.058 Ha

Each line ends with the Mulliken charge.
Atoms and positions in Å:
C: 0.8748 1.2657 -0.4884  0.602
C: -0.8488 -0.0954 0.7411  0.288
C: 0.6377 -0.8980 0.5679  0.375
C: -0.4799 1.2846 0.2593  -0.792
C: 1.6447 0.0891 -0.0413  -0.445
N: 1.2770 2.1335 -1.3324  -0.753
N: -1.6266 -0.5439 1.6443  -0.765
N: 0.8969 -1.9687 1.1856  -0.672
Si: -1.9552 -0.7075 -1.3682  0.402
H: -0.3267 1.8883 1.2230  0.349
H: -1.3034 1.9463 -0.1591  0.302
H: 1.9524 -0.5951 -0.9156  0.246
H: 2.4011 0.4794 0.5252  0.394
H: 2.2167 2.1032 -1.5929  0.246
H: -1.0505 -1.3483 2.2130  0.239
H: -0.0506 -2.2816 1.5525  0.205
H: -2.9800 -1.7331 -1.3178  -0.129
H: -1.2797 -1.0184 -2.6960  -0.091

Forces on atoms 1 to 6 (eV/Å):
C -0.8 0.8 -1.2
C 3.1 -1.3 -0.2
C -0.4 1.8 2.0
C -1.2 2.9 0.8
C -2.4 -3.7 -2.8
N -3.2 0.4 1.8

=====

The following is a DFT calculation (ωB97M-V/def2-TZVPD) of a molecular structure, C16H49N3O9Zn at a distorted geometry.

Summary:
E_HOMO ... -13.2 eV
Max |F| ... 0.03199 Eh/bohr
Total charge ... +2
Calculated total energy ... -88687.5323 eV
Orbital gap ... 7.431 eV
Lowest unoccupied orbital energy ... -0.211 Ha

Each line ends with the Mulliken charge.
Atoms and positions in Å:
Zn: -2.6939 -1.4867 1.3505  0.247
O: 1.3244 -0.6858 1.7499  -0.316
H: 1.2664 -0.3050 2.6361  0.392
H: 1.8266 -1.6210 1.8173  0.447
H: 0.3704 -0.8447 1.3169  0.293
O: -0.9117 -1.2198 0.7604  -0.431
H: -0.6348 -1.5686 -0.0940  0.074
C: 3.1578 -0.0418 -4.5544  -1.525
C: 3.0226 -0.3160 -3.0572  0.182
C: 1.5577 -0.5899 -2.7344  0.127
O: 1.1908 -1.8303 -3.3149  -0.461
C: -0.1614 -2.1324 -3.1414  -0.551
N: 3.9494 -1.4061 -2.7333  -0.714
H: 3.2604 -0.9387 -5.1586  0.313
H: 4.0238 0.5980 -4.7274  0.401
H: 2.3095 0.5328 -4.9423  0.354
H: 3.2793 0.6184 -2.5501  0.318
H: 0.9721 0.3005 -3.0031  0.505
H: 1.3900 -0.7181 -1.6406  -0.258
H: -0.8032 -1.3029 -3.4540  0.317
H: -0.3588 -2.4211 -2.0883  -0.003
H: -0.4563 -3.0083 -3.7207  0.356
H: 3.9112 -1.5439 -1.7254  0.129
H: 3.5030 -2.2356 -3.1227  0.394
C: -0.9038 2.4853 -1.0062  -1.153
C: -0.7367 3.4327 0.1737  0.241
C: -0.9165 4.8777 -0.2602  -0.846
O: -0.5247 5.7090 0.7962  -0.320
C: -0.7622 7.0718 0.5095  -0.756
N: -1.7472 3.0857 1.2356  -0.539
H: -1.9146 2.4332 -1.4151  0.143
H: -0.6267 1.4767 -0.6899  0.054
H: -0.2323 2.8042 -1.8057  0.575
H: 0.2529 3.3122 0.6150  0.332
H: -1.9851 5.0399 -0.4977  0.404
H: -0.3471 5.0993 -1.1719  0.462
H: -0.5233 7.6297 1.4145  0.256
H: -1.8132 7.2479 0.2683  0.326
H: -0.0940 7.4430 -0.2718  0.307
H: -2.5430 3.6924 1.0552  0.303
H: -1.3961 3.2752 2.1647  0.245
C: 2.3320 -3.8776 -0.2334  -1.421
C: 3.2333 -3.5106 0.9355  0.133
C: 4.1967 -2.4127 0.6039  -0.770
O: 3.4854 -1.2365 0.3050  0.042
C: 4.2201 -0.0366 0.5378  -0.942
N: 2.3644 -3.1032 2.1017  -0.717
H: 2.9528 -4.2398 -1.0545  0.405
H: 1.7906 -3.0000 -0.5913  0.284
H: 1.6640 -4.7000 0.0256  0.451
H: 3.8235 -4.3862 1.2153  0.450
H: 4.8852 -2.6829 -0.2075  0.363
H: 4.8642 -2.2804 1.4744  0.469
H: 3.8182 0.7570 -0.0876  0.228
H: 5.2645 -0.1350 0.2315  0.370
H: 4.1296 0.1968 1.6004  0.287
H: 2.8142 -3.4500 2.9522  0.293
H: 1.5674 -3.7444 2.0835  0.258
C: -3.1352 -1.3151 4.2854  -0.525
C: -4.4462 -1.0625 3.6167  -0.390
O: -4.5029 -1.6221 2.2667  -0.359
O: -2.0768 -0.8981 3.3583  -0.209
H: -2.9972 -2.3770 4.4857  0.363
H: -3.0958 -0.6610 5.1517  0.399
H: -4.6181 0.0172 3.5344  0.273
H: -5.3046 -1.4016 4.1974  0.494
H: -5.4123 -1.5507 1.9563  0.319
H: -1.2663 -0.8045 3.8661  0.202
C: -4.1284 0.8286 0.0811  -0.437
C: -3.8702 -0.1996 -1.0076  -0.306
O: -3.6421 -1.5683 -0.5337  -0.404
O: -3.1386 0.6586 1.1026  -0.113
H: -5.1100 0.6807 0.5371  0.219
H: -4.0163 1.7880 -0.4170  0.509
H: -2.9293 0.0938 -1.4867  0.114
H: -4.6487 -0.1546 -1.7702  0.501
H: -3.8498 -2.1085 -1.3044  0.315
H: -2.6991 1.5500 1.2050  0.229

Forces on atoms 1 to 6 (eV/Å):
Zn 0.5 1.3 -0.5
O 0.1 0.0 0.1
H 0.0 0.0 -0.1
H 0.2 -0.2 0.4
H -0.8 -0.2 0.1
O 0.8 -0.3 0.1